No. 1
{
  "formula": "C2H6BrMnO",
  "method": "ωB97M-V/def2-TZVPD",
  "charge": 1,
  "spin_multiplicity": 6,
  "energy_ha": -3879.57042,
  "e_homo_ev": [-11.6, -11.6],
  "orbital_gap_ev": [2.10, 2.58],
  "e_above_lowest_kcal_mol": 98.9,
  "symbols": ["Mn", "Br", "C", "C", "O", "H", "H", "H", "H", "H", "H"],
  "positions_angstrom": [[2.865180, -9.367954, -14.876687], [3.860943, -9.297483, -18.757100], [8.359999, -6.011754, -21.532387], [9.290995, -7.240144, -21.310357], [10.151376, -6.998371, -20.302676], [7.415875, -6.215334, -21.027131], [8.136237, -5.804014, -22.578745], [8.755794, -5.102815, -21.079311], [9.847594, -7.447584, -22.224292], [8.635537, -8.085156, -21.099600], [10.851295, -6.456671, -20.674516]],
  "atomic_forces_ev_per_a": [[0.389, 0.029, -1.482], [-0.379, -0.026, 1.478], [-0.347, -0.425, 0.018], [-2.015, 0.854, -2.309], [1.781, 0.003, 2.157], [-0.140, 0.178, -0.017], [0.049, -0.106, -0.040], [0.263, -0.091, -0.063], [-0.141, -0.248, -0.286], [0.361, -0.236, 0.202], [0.179, 0.067, 0.341]]
}

No. 2
{
  "formula": "C2H6Cl2P",
  "method": "ωB97M-V/def2-TZVPD",
  "charge": 1,
  "energy_ha": -1341.31931,
  "e_homo_ev": -16.7,
  "orbital_gap_ev": 12.78,
  "e_above_lowest_kcal_mol": 13.1,
  "symbols": ["C", "C", "P", "Cl", "Cl", "H", "H", "H", "H", "H", "H"],
  "positions_angstrom": [[-1.284940, 0.005923, -0.869784], [1.176345, 0.657355, 0.757590], [0.153190, -0.658484, 0.005759], [1.173594, -1.916566, -1.145959], [-0.399987, -1.785291, 1.514176], [-2.243945, -0.504235, -0.663335], [-0.987216, 0.190403, -1.912571], [-1.437933, 0.946284, -0.307955], [0.736898, 0.809474, 1.771114], [0.835026, 1.537595, 0.161691], [2.278969, 0.717542, 0.689273]],
  "atomic_forces_ev_per_a": [[0.193, 0.651, 1.181], [-1.151, 1.298, -0.855], [0.773, -0.589, 0.260], [-0.113, 0.567, -0.046], [-0.418, -0.116, 0.287], [0.784, -0.432, -0.598], [-0.478, -0.080, 0.315], [0.135, 0.086, -0.578], [0.667, -0.211, -0.572], [0.262, -0.281, 0.402], [-0.653, -0.893, 0.203]]
}

No. 3
{
  "formula": "C2H6Cl2Si",
  "method": "ωB97M-V/def2-TZVPD",
  "smiles": "C=[SiH]CCl.Cl",
  "charge": 0,
  "energy_ha": -1289.57719,
  "e_homo_ev": -8.5,
  "orbital_gap_ev": 8.82,
  "e_above_lowest_kcal_mol": 105.9,
  "symbols": ["C", "Si", "C", "Cl", "H", "H", "H", "H", "H", "Cl", "H"],
  "positions_angstrom": [[0.899837, 1.030871, -0.511071], [-0.315645, -0.289719, -0.465886], [-1.600203, -0.998271, 0.715346], [-3.231244, -0.722045, 0.146457], [1.588933, 0.809854, -1.292357], [1.341770, 1.540168, 0.263273], [-0.601729, -1.189388, -1.529955], [-1.706585, -0.497705, 1.737544], [-1.278585, -2.045968, 1.037168], [1.033782, 4.121745, 2.005485], [0.125273, 4.907789, 2.484509]],
  "atomic_forces_ev_per_a": [[-2.673, -3.767, -0.882], [1.501, 1.887, 0.848], [1.068, 0.753, 3.647], [-0.817, -0.596, -0.861], [0.335, 0.154, -0.967], [0.396, 1.317, 1.859], [0.248, -0.275, -1.320], [0.909, -0.434, -1.275], [-0.966, 0.955, -1.058], [-0.312, 0.279, 0.176], [0.311, -0.274, -0.167]]
}

No. 4
{
  "formula": "C2H6Cl4OSi2",
  "method": "ωB97M-V/def2-TZVPD",
  "charge": 0,
  "energy_ha": -2575.14872,
  "e_homo_ev": -11.2,
  "orbital_gap_ev": 11.62,
  "symbols": ["Cl", "Cl", "Cl", "Cl", "O", "C", "C", "Si", "Si", "H", "H", "H", "H", "H", "H"],
  "positions_angstrom": [[-0.510669, 2.242210, 0.754931], [2.081556, 0.646001, -0.748016], [-0.027967, -2.932633, -1.451438], [-3.016361, -1.869192, -0.542488], [-0.366481, -0.690889, 0.647207], [1.593627, 0.637465, 2.446813], [-1.163854, 0.045231, -2.130753], [0.705003, 0.537103, 0.839568], [-1.011533, -1.241982, -0.792253], [1.902871, -0.371147, 2.696760], [0.889719, 1.015342, 3.185627], [2.462300, 1.256799, 2.354662], [-1.075723, -0.522334, -3.058289], [-0.323138, 0.695266, -2.049154], [-2.139349, 0.552761, -2.153177]],
  "atomic_forces_ev_per_a": [[0.431, -0.356, -0.177], [-0.598, -0.232, 0.660], [0.019, 0.507, 0.315], [1.003, 0.178, 0.325], [0.337, -0.389, -0.994], [-0.722, -0.866, -0.429], [-0.325, -1.020, 0.128], [-0.331, 1.201, -0.306], [-1.467, -0.173, 0.038], [0.162, -0.179, 0.328], [0.143, 0.007, 0.131], [0.397, 0.462, 0.005], [0.052, 0.074, -0.130], [0.392, 0.843, -0.227], [0.506, -0.057, 0.334]]
}

No. 5
{
  "formula": "C2H6ClFSi",
  "method": "ωB97M-V/def2-TZVPD",
  "charge": 0,
  "energy_ha": -929.30415,
  "e_homo_ev": [-9.1, -9.1],
  "orbital_gap_ev": [7.50, 7.50],
  "e_above_lowest_kcal_mol": 113.5,
  "symbols": ["C", "C", "F", "Si", "Cl", "H", "H", "H", "H", "H", "H"],
  "positions_angstrom": [[0.088645, -1.006413, -1.287248], [0.044399, 0.581158, 1.612929], [-2.425435, 0.615226, -0.505832], [0.500401, 0.472290, -0.222533], [2.190184, 1.472485, -0.738321], [0.475075, -1.075276, -2.328860], [0.230780, -2.005047, -0.777468], [-0.993081, -0.905633, -1.567926], [0.773204, 1.056065, 2.110083], [-0.866966, 1.210817, 1.740864], [-0.017207, -0.415673, 1.964311]],
  "atomic_forces_ev_per_a": [[-0.799, -0.575, -1.060], [-2.249, 0.329, -3.024], [1.993, 0.133, 0.076], [-2.058, -1.222, 0.399], [-0.580, 0.054, -0.007], [0.688, 0.290, 0.940], [-0.062, 1.196, -0.316], [0.396, 0.103, 1.102], [3.005, 1.727, 1.826], [0.279, -1.013, -0.318], [-0.612, -1.022, 0.381]]
}

No. 6
{
  "formula": "C2H6ClFSi",
  "method": "ωB97M-V/def2-TZVPD",
  "charge": 0,
  "energy_ha": -929.33771,
  "e_homo_ev": -10.1,
  "orbital_gap_ev": 9.73,
  "e_above_lowest_kcal_mol": 92.4,
  "symbols": ["C", "C", "F", "Si", "Cl", "H", "H", "H", "H", "H", "H"],
  "positions_angstrom": [[0.298780, -0.305689, -1.666998], [0.392409, 0.668453, 1.667826], [-1.083506, -2.444759, 0.045226], [-0.250829, 0.025286, 0.054896], [-2.071866, 0.911922, -0.070998], [0.421909, 0.709993, -2.229874], [1.316330, -0.747025, -1.757297], [-0.421960, -1.062336, -2.092908], [1.233959, 0.037204, 2.092783], [0.750477, 1.615521, 1.668975], [-0.585704, 0.591426, 2.288370]],
  "atomic_forces_ev_per_a": [[1.368, 0.699, -1.063], [-1.118, -4.554, 1.195], [1.128, 2.950, 0.275], [-1.809, -2.249, -0.485], [-0.115, -0.029, -0.089], [-0.765, -1.781, 0.788], [-0.650, 0.068, 0.351], [0.549, 1.136, 0.367], [-1.240, 0.467, -0.317], [0.760, 3.166, -0.364], [1.892, 0.128, -0.658]]
}

No. 7
{
  "formula": "C2H6ClN2P",
  "method": "ωB97M-V/def2-TZVPD",
  "charge": 0,
  "energy_ha": -990.70832,
  "e_homo_ev": -9.5,
  "orbital_gap_ev": 9.18,
  "e_above_lowest_kcal_mol": 80.7,
  "symbols": ["C", "C", "N", "N", "P", "Cl", "H", "H", "H", "H", "H", "H"],
  "positions_angstrom": [[0.579959, -1.034015, 0.373163], [-0.724836, -0.462461, -0.377372], [0.109832, 2.530999, 0.564999], [1.251910, 0.174624, 0.665225], [0.322932, 1.331585, -0.318019], [2.735187, 0.449189, -0.487976], [0.294422, -1.640364, 1.187286], [1.282977, -1.693487, -0.180278], [-1.314314, -0.996593, -1.079022], [-1.469347, -0.229955, 0.500211], [-0.324552, 2.104814, 1.447266], [0.497838, 1.620112, -1.768378]],
  "atomic_forces_ev_per_a": [[-0.936, -1.466, -3.277], [0.940, 2.317, 3.889], [-2.100, 1.416, 1.995], [2.109, 2.016, -1.034], [-1.508, -4.078, -2.121], [-0.186, -0.758, 1.052], [-0.104, -0.145, 1.603], [-0.871, 0.297, -0.274], [0.014, -0.317, -1.128], [1.143, -0.473, -1.452], [1.052, 1.218, -1.092], [0.447, -0.028, 1.839]]
}

No. 8
{
  "formula": "C2H6ClNO2S2",
  "method": "ωB97M-V/def2-TZVPD",
  "charge": 0,
  "spin_multiplicity": 3,
  "energy_ha": -1541.39835,
  "e_homo_ev": [-7.3, -11.2],
  "orbital_gap_ev": [7.32, 8.06],
  "symbols": ["C", "C", "N", "O", "O", "S", "S", "Cl", "H", "H", "H", "H", "H", "H"],
  "positions_angstrom": [[-1.798508, 0.201714, 0.738039], [-1.171071, 0.781464, -0.420791], [0.852415, -0.605034, -0.625661], [3.308803, -0.623515, -0.113429], [2.422271, 1.217839, -1.385429], [0.402933, -1.845292, 0.295355], [2.219450, 0.194564, -0.414296], [1.709741, 1.144452, 1.380640], [-1.077828, -0.634038, 0.972326], [-1.771823, 0.976462, 1.601366], [-2.851582, -0.168219, 0.562614], [-1.643026, 0.474251, -1.427529], [-0.276018, 1.374994, -0.508073], [-0.325753, -2.489639, -0.655128]],
  "atomic_forces_ev_per_a": [[0.022, 0.489, 2.381], [-2.286, 0.621, -4.123], [0.528, -1.508, -0.971], [1.475, -1.756, 0.659], [-1.065, -0.319, 0.209], [1.489, -0.431, -0.834], [-0.223, 2.049, 0.503], [0.247, -0.035, -0.270], [-1.926, 0.900, 1.016], [-0.240, -1.481, -1.020], [1.290, 0.341, 0.249], [1.001, 0.742, 1.516], [-0.263, 0.071, 0.440], [-0.048, 0.318, 0.245]]
}

No. 9
{
  "formula": "C2H6ClNO5S2",
  "method": "ωB97M-V/def2-TZVPD",
  "charge": 0,
  "energy_ha": -1767.05852,
  "e_homo_ev": [-10.2, -10.2],
  "orbital_gap_ev": [5.46, 5.46],
  "e_above_lowest_kcal_mol": 50.2,
  "symbols": ["C", "C", "N", "O", "O", "O", "O", "O", "S", "S", "Cl", "H", "H", "H", "H", "H", "H"],
  "positions_angstrom": [[-1.221596, 1.680522, -1.239807], [1.989727, -0.642294, 1.505710], [-1.709303, -0.775841, -0.996047], [-2.858925, 0.701554, 0.556958], [-0.465284, 0.513273, 1.013959], [2.620023, -1.730581, -0.667916], [1.464636, 0.385016, -0.830303], [0.286247, -1.687869, -0.186541], [-1.527236, 0.519767, 0.080193], [1.547506, -0.907793, -0.190590], [-2.815707, -1.836753, -0.505960], [-1.195526, 2.733482, -0.861768], [-0.267529, 1.227783, -1.346254], [-2.013974, 1.757390, -2.068449], [1.735839, -1.444907, 2.249914], [3.056963, -0.552650, 1.486719], [1.374132, 0.059896, 2.000189]],
  "atomic_forces_ev_per_a": [[-1.552, 1.030, 0.342], [-0.748, -1.711, 1.317], [1.604, -2.081, -0.012], [-0.758, -0.201, 0.571], [-0.263, -0.149, 0.062], [-0.010, -0.620, -0.423], [-0.498, -0.182, -0.191], [-2.944, -0.519, -1.056], [-2.214, 3.711, 0.643], [2.637, 0.689, 0.723], [0.391, -0.408, -0.109], [0.381, -1.122, 0.320], [1.551, 0.602, -1.930], [1.440, -1.076, 1.150], [0.420, -0.406, -1.480], [0.411, 0.652, 0.240], [0.152, 1.790, -0.167]]
}

No. 10
{
  "formula": "C2H6ClO2P",
  "method": "ωB97M-V/def2-TZVPD",
  "charge": 0,
  "spin_multiplicity": 3,
  "energy_ha": -1031.71075,
  "e_homo_ev": [-4.6, -11.2],
  "orbital_gap_ev": [5.54, 8.15],
  "e_above_lowest_kcal_mol": 15.7,
  "symbols": ["C", "C", "O", "O", "P", "Cl", "H", "H", "H", "H", "H", "H"],
  "positions_angstrom": [[-1.859547, -0.370989, 0.380395], [-0.671395, -0.351144, -0.565423], [2.380487, 1.479645, 0.612503], [0.330275, 0.467500, 0.011992], [1.842827, 0.501063, -0.558143], [2.521084, -1.302125, 0.159557], [-1.570311, -0.811207, 1.331293], [-2.205760, 0.643686, 0.558653], [-2.665727, -0.955143, -0.054464], [-0.960859, 0.058451, -1.539608], [-0.285732, -1.366820, -0.715550], [3.144662, 2.007084, 0.378800]],
  "atomic_forces_ev_per_a": [[0.372, 0.146, -0.088], [-0.517, -0.564, -0.290], [-0.678, 0.346, 1.137], [-0.077, 1.617, 0.176], [-0.187, -1.433, -0.433], [0.798, -0.204, -0.297], [-0.033, -0.047, 0.085], [-0.106, 0.059, 0.027], [-0.079, -0.063, -0.033], [0.082, -0.064, 0.151], [0.062, 0.169, -0.044], [0.363, 0.038, -0.389]]
}

What did the fourth record say?
{
  "formula": "C2H6Cl4OSi2",
  "method": "ωB97M-V/def2-TZVPD",
  "charge": 0,
  "energy_ha": -2575.14872,
  "e_homo_ev": -11.2,
  "orbital_gap_ev": 11.62,
  "symbols": ["Cl", "Cl", "Cl", "Cl", "O", "C", "C", "Si", "Si", "H", "H", "H", "H", "H", "H"],
  "positions_angstrom": [[-0.510669, 2.242210, 0.754931], [2.081556, 0.646001, -0.748016], [-0.027967, -2.932633, -1.451438], [-3.016361, -1.869192, -0.542488], [-0.366481, -0.690889, 0.647207], [1.593627, 0.637465, 2.446813], [-1.163854, 0.045231, -2.130753], [0.705003, 0.537103, 0.839568], [-1.011533, -1.241982, -0.792253], [1.902871, -0.371147, 2.696760], [0.889719, 1.015342, 3.185627], [2.462300, 1.256799, 2.354662], [-1.075723, -0.522334, -3.058289], [-0.323138, 0.695266, -2.049154], [-2.139349, 0.552761, -2.153177]],
  "atomic_forces_ev_per_a": [[0.431, -0.356, -0.177], [-0.598, -0.232, 0.660], [0.019, 0.507, 0.315], [1.003, 0.178, 0.325], [0.337, -0.389, -0.994], [-0.722, -0.866, -0.429], [-0.325, -1.020, 0.128], [-0.331, 1.201, -0.306], [-1.467, -0.173, 0.038], [0.162, -0.179, 0.328], [0.143, 0.007, 0.131], [0.397, 0.462, 0.005], [0.052, 0.074, -0.130], [0.392, 0.843, -0.227], [0.506, -0.057, 0.334]]
}

Repeat the seventh record exactly.
{
  "formula": "C2H6ClN2P",
  "method": "ωB97M-V/def2-TZVPD",
  "charge": 0,
  "energy_ha": -990.70832,
  "e_homo_ev": -9.5,
  "orbital_gap_ev": 9.18,
  "e_above_lowest_kcal_mol": 80.7,
  "symbols": ["C", "C", "N", "N", "P", "Cl", "H", "H", "H", "H", "H", "H"],
  "positions_angstrom": [[0.579959, -1.034015, 0.373163], [-0.724836, -0.462461, -0.377372], [0.109832, 2.530999, 0.564999], [1.251910, 0.174624, 0.665225], [0.322932, 1.331585, -0.318019], [2.735187, 0.449189, -0.487976], [0.294422, -1.640364, 1.187286], [1.282977, -1.693487, -0.180278], [-1.314314, -0.996593, -1.079022], [-1.469347, -0.229955, 0.500211], [-0.324552, 2.104814, 1.447266], [0.497838, 1.620112, -1.768378]],
  "atomic_forces_ev_per_a": [[-0.936, -1.466, -3.277], [0.940, 2.317, 3.889], [-2.100, 1.416, 1.995], [2.109, 2.016, -1.034], [-1.508, -4.078, -2.121], [-0.186, -0.758, 1.052], [-0.104, -0.145, 1.603], [-0.871, 0.297, -0.274], [0.014, -0.317, -1.128], [1.143, -0.473, -1.452], [1.052, 1.218, -1.092], [0.447, -0.028, 1.839]]
}